Record 1
Computed, not measured: 2 unconnected molecules or ions with the total composition CH4IOP in a non-equilibrium geometry, with the ωB97M-V functional and the def2-TZVPD basis.

Geometry as XYZ:
```
8
Properties=species:S:1:pos:R:3
C 0.8419 -0.3438 1.0725
O -0.3436 1.3406 -0.1944
P -0.3823 0.8488 -1.5846
I -2.6868 0.9347 -2.4060
H 0.1234 -0.8186 1.7038
H 1.5915 0.3422 1.4570
H 0.8317 -0.7763 0.0205
H -0.0028 2.0549 -2.3559
```

Calculated values
DFT total energy: -754.67141 Ha
2S+1: 1
frontier orbital gap (spin up / spin down): 5.65 / 8.83 eV
HOMO (spin up / spin down): -8.281 / -9.065 eV
LUMO energy (spin up / spin down): -2.635 / -0.238 eV
M: 189.92 g mol⁻¹



Record 2
Computed, not measured: a molecular structure, C36H47BN15O2SSiV in a non-equilibrium geometry, with the ωB97M-V functional and the def2-TZVPD basis.

Geometry as XYZ:
```
104
Properties=species:S:1:pos:R:3
V -0.2580 -0.0508 -0.1030
C -0.6552 3.8400 -1.4580
C 0.1103 3.6306 -0.1939
C 0.3453 4.5765 0.8195
C 1.0973 3.9098 1.7563
N 1.3056 2.6569 1.3049
N 0.6884 2.4709 0.1111
B 2.0564 1.4900 1.9530
N 2.7514 0.6239 0.8842
C 4.0753 0.3642 0.8342
C 4.3277 -0.3635 -0.2992
C 3.0743 -0.5215 -0.9153
C 2.8022 -1.2814 -2.1690
N 2.1345 0.0864 -0.2036
N 1.0111 0.6333 2.7486
C 0.8171 0.5057 4.0698
C -0.3202 -0.2432 4.2765
C -0.7972 -0.5406 2.9996
C -2.0326 -1.3065 2.6713
N 0.0073 -0.0049 2.0756
N 3.1441 2.0212 2.8849
C 3.9510 3.0822 2.6497
C 5.0051 3.0190 3.5253
C 4.7774 1.8427 4.2683
C 5.6132 1.2547 5.3595
N 3.6689 1.2419 3.8686
H -0.4694 4.8419 -1.8454
H -0.3665 3.1087 -2.2098
H -1.7303 3.7488 -1.2869
H 0.0100 5.5992 0.8519
H 1.5018 4.2362 2.7001
H 4.7378 0.7166 1.6069
H 5.2769 -0.7354 -0.6452
H 3.2828 -0.7933 -3.0190
H 3.2134 -2.2897 -2.0928
H 1.7420 -1.3870 -2.3721
H 1.5192 0.9405 4.7572
H -0.7568 -0.5321 5.2167
H -2.5681 -1.5298 3.5935
H -2.6907 -0.7325 2.0195
H -1.7983 -2.2399 2.1612
H 3.7297 3.7889 1.8674
H 5.8202 3.7160 3.6212
H 6.2347 2.0168 5.8279
H 4.9835 0.8045 6.1258
H 6.2754 0.4781 4.9727
S -0.1576 0.3267 -2.4058
C -1.8562 0.7040 -2.4369
N -2.6349 0.5912 -3.4829
N -2.0909 0.0907 -4.5598
C -2.8523 -0.1487 -5.7112
C -4.1794 0.2529 -5.7999
C -4.8827 -0.0050 -6.9663
C -4.2799 -0.6531 -8.0359
C -2.9532 -1.0488 -7.9331
C -2.2361 -0.7999 -6.7748
N -2.5452 1.1802 -1.3475
N -1.9288 1.1680 -0.2489
C -2.7206 1.7314 0.8210
C -2.0748 2.2189 1.9464
C -2.8207 2.7509 2.9899
C -4.2034 2.7872 2.9149
C -4.8427 2.2943 1.7827
C -4.1092 1.7684 0.7337
H -1.1346 -0.2535 -4.5034
H -4.6430 0.7559 -4.9641
H -5.9170 0.3063 -7.0379
H -4.8389 -0.8489 -8.9410
H -2.4708 -1.5575 -8.7576
H -1.2021 -1.1124 -6.6905
H -0.9994 2.2057 2.0078
H -2.3059 3.1378 3.8600
H -4.7840 3.1972 3.7310
H -5.9227 2.3140 1.7155
H -4.6010 1.3815 -0.1462
C -2.3352 -2.8468 -2.6311
Si -2.5563 -2.4542 -0.8271
C -2.4920 -4.0258 0.2046
C -4.2326 -1.6630 -0.6055
O -1.3882 -1.4307 -0.2912
H -2.7985 -3.8122 -2.8533
H -1.2765 -2.9130 -2.8851
H -2.8116 -2.0945 -3.2639
H -2.5185 -4.9130 -0.4316
H -3.3372 -4.0849 0.8955
H -1.5775 -4.0677 0.7991
H -5.0023 -2.3337 -0.9990
H -4.2957 -0.7260 -1.1649
H -4.4759 -1.4564 0.4389
C 2.6863 -5.1500 2.3806
N 2.1069 -4.3697 1.3158
C 1.5464 -4.8783 0.0835
C 0.9630 -3.5988 -0.5267
O 0.4279 -3.5672 -1.6119
N 1.1537 -2.5463 0.3456
C 1.8181 -3.0514 1.3762
N 2.1874 -2.3237 2.4393
H 2.6871 -6.1959 2.0834
H 2.1100 -5.0616 3.3054
H 3.7229 -4.8629 2.5778
H 0.7507 -5.6073 0.2541
H 2.2971 -5.3110 -0.5794
H 2.0975 -1.3209 2.3724
H 2.8617 -2.6821 3.0905
```

Calculated values
DFT total energy: -4028.68447 Ha
2S+1: 3
frontier orbital gap (spin up / spin down): 6.43 / 6.48 eV
HOMO (spin up / spin down): -7.043 / -7.138 eV
expectation value of S²: 2.050
LUMO energy (spin up / spin down): -0.616 / -0.661 eV
M: 843.78 g mol⁻¹



Record 3
Computed, not measured: a molecular structure, C31H54Cl2O2P2RuSi2 in a non-equilibrium geometry, with the ωB97M-V functional and the def2-TZVPD basis.

Geometry as XYZ:
```
94
Properties=species:S:1:pos:R:3
Ru 0.1023 0.4485 0.5011
C 0.5209 -0.2662 -2.6602
C -0.4160 0.7290 -2.3495
C 0.1887 1.5747 -1.3212
Si -2.1785 0.7155 -2.9669
C 1.4854 0.9979 -0.9965
C 1.6510 -0.1868 -1.8374
Si 2.9137 -1.5531 -1.7059
H 0.4134 -0.9853 -3.4717
H -0.1124 2.5959 -1.0835
H 2.2958 1.5352 -0.5116
Cl -0.7155 0.2896 2.6917
C 2.6120 -2.9197 -2.9443
C 4.6420 -0.9032 -1.9658
C -2.4707 -0.5225 -4.3327
C -2.6144 2.3970 -3.6419
H 4.7484 -0.6467 -3.0313
H 5.3850 -1.6788 -1.7306
H 4.8560 -0.0055 -1.3717
H 1.5705 -3.2669 -2.9149
H 3.2785 -3.7684 -2.7341
H 2.8344 -2.5588 -3.9586
H -2.0151 2.5493 -4.5530
H -2.4001 3.2190 -2.9489
H -3.6767 2.4227 -3.9231
H -1.8476 -0.2759 -5.2052
H -3.5245 -0.4869 -4.6467
H -2.2257 -1.5423 -4.0026
C 2.5633 -2.1823 0.0359
C -3.1241 0.1987 -1.4163
P 2.0743 -0.9425 1.3056
H 3.4054 -2.8007 0.3716
H 1.6875 -2.8493 -0.0643
P -2.4739 0.8606 0.1747
H -2.9914 -0.8967 -1.3605
H -4.1978 0.3838 -1.5521
C -3.6994 0.0383 1.3435
C -2.8953 2.7029 0.0068
C 3.6890 0.0030 1.5644
C 1.8924 -2.0594 2.8101
C 0.4586 -2.5589 2.9951
H 2.1685 -1.3993 3.6480
C 2.7923 -3.2963 2.8028
H 2.4537 -4.0288 2.0544
H 2.7143 -3.7768 3.7882
H 3.8494 -3.0832 2.6307
H -0.1929 -1.7316 3.2985
H 0.4084 -3.3341 3.7723
H 0.0558 -2.9498 2.0511
H 3.8135 0.5284 0.6047
C 4.9259 -0.8757 1.7943
C 3.5868 1.0521 2.6762
H 5.1326 -1.5953 0.9922
H 4.8604 -1.4089 2.7510
H 5.8032 -0.2160 1.8602
H 3.1995 1.9990 2.2876
H 4.5902 1.2525 3.0749
H 2.9530 0.7196 3.5086
H -2.2288 3.0066 -0.8159
C -2.5222 3.5402 1.2364
C -4.3384 3.0149 -0.4164
H -4.6649 2.5197 -1.3399
H -4.4191 4.0979 -0.5929
H -5.0409 2.7765 0.3913
H -1.5106 3.9498 1.1361
H -2.5895 2.9699 2.1717
H -3.2053 4.3979 1.3046
C -3.3178 -1.4127 1.6833
C -5.1510 -0.0068 0.8570
H -3.6378 0.6590 2.2546
H -5.2974 -0.7834 0.0888
H -5.5161 0.9400 0.4555
H -5.7899 -0.2755 1.7106
H -3.4691 -2.0846 0.8236
H -3.9560 -1.7705 2.5089
H -2.2771 -1.5027 2.0120
C 0.7015 2.2321 1.3911
H 1.3459 2.8973 0.8045
H -0.1763 2.7856 1.7361
H 1.2741 1.9681 2.2864
Cl -3.8008 -7.6026 1.0871
C -2.9740 -6.2136 0.4983
C -3.5975 -5.3852 -0.4488
C -2.9177 -4.2564 -0.9210
C -1.6584 -3.9334 -0.3923
C -1.0137 -4.8053 0.4887
C -1.6738 -5.9437 0.9588
C -1.0397 -2.6182 -0.8284
O -1.0549 -2.3514 -2.0511
O -0.5788 -1.8811 0.1292
H -4.5988 -5.6342 -0.7999
H -3.3591 -3.6181 -1.6851
H 0.0064 -4.5816 0.8034
H -1.2059 -6.6142 1.6721
```

Calculated values
DFT total energy: -3641.07988 Ha
2S+1: 5
frontier orbital gap (spin up / spin down): 6.88 / 6.93 eV
HOMO (spin up / spin down): -6.496 / -8.370 eV
expectation value of S²: 6.049
LUMO energy (spin up / spin down): 0.389 / -1.439 eV
M: 748.87 g mol⁻¹



Record 4
Computed, not measured: a molecular structure, C8H15N in a non-equilibrium geometry, with the ωB97M-V functional and the def2-TZVPD basis.

Geometry as XYZ:
```
24
Properties=species:S:1:pos:R:3
C 1.0965 -0.3154 -0.4211
C 0.2664 0.2016 2.3802
C 0.5419 -0.8940 -1.6943
C 2.3506 0.5138 -0.5985
C -2.6324 -0.4684 -0.1811
C -0.1141 1.1698 0.0881
C -0.4687 0.1506 1.0617
C -1.6599 -0.5263 0.9593
N -0.4024 2.0302 -0.7445
H 1.2850 -1.1138 0.2960
H -0.1083 1.9062 -1.7204
H -2.0552 -0.9202 1.8913
H -0.1753 0.9624 3.0280
H 1.3244 0.4394 2.2584
H 0.1874 -0.7694 2.8744
H 2.5985 1.0626 0.3154
H 0.2539 -0.1098 -2.4072
H 1.2954 -1.5086 -2.1994
H -0.3291 -1.5189 -1.4904
H 3.2049 -0.1363 -0.8177
H 2.2541 1.2277 -1.4198
H -2.2117 -0.0204 -1.0832
H -2.9739 -1.4719 -0.4573
H -3.5280 0.1093 0.0821
```

Calculated values
DFT total energy: -368.42896 Ha
2S+1: 1
frontier orbital gap: 7.70 eV
HOMO: -6.903 eV
LUMO energy: 0.792 eV
M: 125.21 g mol⁻¹